C29H29BiN3Si | the ωB97M-V functional and the def2-TZVPD basis

HOMO-LUMO gap (alpha / beta) (eV): 4.60 / 4.57
Largest force on an atom (hartree/bohr): 0.1705
Net charge: +1
HOMO (alpha / beta) (eV): -9.470 / -9.454
ΔE to the lowest compared entry with this formula, charge and spin (eV): 1.3830

The geometry in XYZ format:
```
63
Properties=species:S:1:pos:R:3:forces:R:3:mulliken_charge:R:1
C -1.4042 -0.7665 1.6480 -1.82 -2.22 1.71 -0.54
C -2.2030 -0.2272 0.6068 -1.20 -0.47 0.67 -0.39
C -1.9889 -1.0014 -0.5527 -1.37 -1.26 -0.46 -0.67
H -2.8567 0.6260 0.6862 -0.01 -0.11 0.03 0.54
C -1.0560 -2.0150 -0.2412 -1.59 -2.20 0.61 -0.67
C -0.6945 -1.8669 1.1229 -2.70 -2.78 1.59 -0.42
H -0.0026 -2.4899 1.6660 0.07 0.09 -0.03 0.69
H -1.3493 -0.4001 2.6600 0.03 0.05 0.01 0.50
H -2.4257 -0.8231 -1.5205 -0.03 0.00 -0.08 0.47
H -0.6793 -2.7596 -0.9226 0.06 0.03 -0.05 0.49
Bi 0.0000 0.0000 0.0000 6.98 2.61 -4.62 1.36
C 0.2402 0.6746 -2.0314 -0.34 1.39 -3.19 -1.44
H 0.2369 -0.1934 -2.7000 0.02 -0.06 0.05 0.35
H 1.1271 1.2619 -2.2963 -0.02 -0.03 0.25 0.42
H -0.6226 1.2879 -2.3149 0.16 -0.05 -0.41 0.07
Si 0.7093 2.6225 -5.8742 0.19 -0.05 -0.12 0.39
C -0.4551 4.0644 -5.6131 0.02 -0.03 0.04 0.10
C -1.7446 3.8596 -5.1143 0.06 0.07 0.01 -0.02
H -2.0859 2.8539 -4.9005 -0.02 -0.09 -0.02 0.49
C -2.6048 4.9257 -4.9000 0.01 0.00 0.06 -0.73
H -3.6000 4.7475 -4.5144 -0.06 0.00 -0.03 0.44
C -2.1907 6.2205 -5.1826 0.03 0.02 0.02 -0.45
H -2.8620 7.0532 -5.0174 -0.01 0.01 -0.02 0.39
C -0.9157 6.4431 -5.6821 -0.03 0.03 0.02 -0.53
H -0.5902 7.4499 -5.9094 -0.01 0.00 -0.01 0.39
C -0.0580 5.3732 -5.8957 -0.03 -0.06 0.02 -0.40
H 0.9321 5.5615 -6.2937 0.02 -0.01 -0.01 0.34
C -0.1997 1.1630 -6.6138 0.00 0.05 0.07 0.26
C -1.1310 1.3470 -7.6397 0.02 -0.03 0.07 -0.24
H -1.3501 2.3468 -7.9953 0.00 0.04 -0.03 0.38
C -1.7938 0.2680 -8.2041 -0.02 -0.02 -0.02 -0.68
H -2.5124 0.4301 -8.9970 0.00 0.00 -0.01 0.38
C -1.5379 -1.0193 -7.7509 0.01 0.02 0.02 -0.34
H -2.0559 -1.8620 -8.1898 0.00 0.00 -0.01 0.38
C -0.6197 -1.2212 -6.7307 -0.02 -0.01 0.00 -0.62
H -0.4211 -2.2222 -6.3702 0.01 -0.02 -0.01 0.38
C 0.0411 -0.1383 -6.1680 -0.05 0.05 -0.01 -0.22
H 0.7497 -0.3104 -5.3667 0.05 0.01 0.02 0.32
H 1.3214 2.1720 -4.5943 -0.06 0.04 -0.07 -0.18
H 1.8137 3.0866 -6.7575 -0.11 -0.02 0.08 -0.22
C 3.6306 -0.9938 4.3958 -0.23 0.05 -0.35 -0.38
C 3.2685 -1.5743 3.1787 -0.24 0.56 0.07 -0.94
C 2.3848 -0.9148 2.3173 0.02 0.10 0.16 -0.18
C 1.8515 0.3402 2.6634 0.23 0.45 1.30 0.50
C 2.2358 0.9169 3.8964 0.20 -0.35 0.14 -0.20
C 3.1157 0.2519 4.7530 -0.35 0.04 -0.60 -0.69
N 0.9121 1.0050 1.8129 1.75 2.50 1.95 0.46
N 0.5322 2.1537 2.1079 0.76 0.10 1.99 -0.55
C -0.4029 2.7948 1.2964 -0.94 0.06 -1.62 0.24
C -0.8418 4.0877 1.5980 0.02 -0.05 0.05 -0.59
C -1.7906 4.6914 0.7751 0.26 -0.47 0.02 -0.35
C -2.2903 3.9946 -0.3228 0.28 -0.42 0.16 -0.97
C -1.8239 2.7040 -0.5854 0.79 0.78 1.60 -0.27
N -0.8744 2.1271 0.2197 -1.15 2.36 -0.47 0.14
H 4.3085 -1.5093 5.0637 -0.02 -0.01 -0.04 0.40
H 3.6701 -2.5409 2.9040 -0.04 0.05 -0.06 0.39
H 2.1263 -1.3942 1.3858 -0.02 0.02 -0.08 0.42
H 1.8444 1.8764 4.2096 -0.08 -0.04 -0.20 0.40
H 3.3917 0.7012 5.6986 -0.04 0.02 -0.07 0.39
H -0.4567 4.6146 2.4619 0.08 -0.17 -0.02 0.52
H -2.1469 5.6898 0.9939 0.06 -0.04 0.02 0.41
H -3.0409 4.4442 -0.9603 0.07 -0.09 -0.04 0.44
H -2.2571 2.1739 -1.4184 0.33 -0.44 -0.02 0.61
```
Forces are in eV/Å.